1.
{
  "formula": "C31H42N2O4",
  "method": "ωB97M-V with the def2-TZVPD basis set",
  "smiles": "CCCCCc1cc(=O)oc2c([C@H](CCN3CCCC3)c3ccc(N(C)C)cc3)c(OC)cc(OC)c12",
  "multiplicity": 1,
  "homo_lumo_gap_ev": 7.69,
  "e_homo_ev": -7.3,
  "species": ["C", "H", "C", "H", "H", "C", "H", "O", "H", "H", "H", "O", "H", "C", "C", "H", "C", "H", "C", "H", "H", "C", "C", "C", "H", "H", "H", "C", "H", "C", "H", "N", "H", "H", "H", "C", "H", "H", "C", "H", "H", "N", "C", "C", "C", "H", "H", "C", "C", "C", "C", "C", "H", "H", "H", "H", "H", "H", "C", "C", "C", "H", "C", "C", "O", "H", "C", "C", "H", "C", "O", "H", "H", "H", "H", "H", "C", "H", "H"],
  "positions_angstrom": [[2.36, -3.36, 1.21], [3.76, -6.09, -2.08], [3.99, 4.17, -0.52], [1.51, 5.16, -1.29], [-5.40, 1.11, 2.34], [-1.65, 0.62, -2.38], [-4.22, -0.96, -0.14], [-3.68, 0.95, 1.34], [4.91, -5.76, -0.76], [-6.41, 0.14, -0.52], [-4.13, 1.09, -2.39], [0.50, 0.47, -3.34], [-4.30, 1.49, -0.68], [2.12, -2.05, 1.56], [-0.22, 0.51, -2.37], [3.74, 1.29, 0.27], [0.48, 0.57, 1.17], [-6.25, -2.66, -1.71], [-3.88, 0.77, -1.38], [-4.17, 0.16, 3.20], [2.81, -0.56, -1.38], [2.92, -2.64, -1.00], [-6.65, -1.94, -0.99], [-0.30, 0.58, 0.02], [-8.58, -1.20, -0.38], [-8.59, -2.88, -0.92], [-2.11, 0.64, -3.35], [2.77, -3.69, -0.09], [2.47, 4.31, -3.21], [2.67, 1.50, 0.29], [1.81, -1.82, 2.57], [2.96, -5.00, -0.49], [3.04, 3.04, 1.77], [4.71, 4.01, -2.58], [0.85, 0.80, 5.49], [2.29, -1.00, 0.66], [-0.50, 1.79, 4.87], [-6.30, -0.23, -2.24], [4.07, -5.35, -1.35], [2.56, -7.00, -0.19], [4.19, 5.24, -0.62], [2.64, 4.02, 0.01], [-2.39, 0.71, -1.24], [2.59, -6.08, 0.39], [-2.33, 0.83, 1.30], [-6.37, -2.29, 0.01], [-0.67, 0.01, 5.01], [-8.17, -1.90, -1.11], [4.02, 3.50, -1.91], [-1.56, 0.82, 2.45], [-6.02, -0.57, -1.25], [1.99, 0.41, 1.12], [2.24, -4.12, 1.96], [2.29, 1.48, -0.73], [4.44, -4.47, -1.88], [2.34, 0.50, 2.15], [-4.09, -1.32, -1.86], [3.20, -2.84, -2.02], [2.56, 3.60, -2.39], [-1.71, 0.70, 0.03], [-0.17, 0.69, 2.40], [4.72, 3.75, 0.17], [-4.34, 1.05, 2.58], [-4.50, -0.61, -1.13], [0.61, 0.67, 3.51], [-8.46, -1.58, -2.10], [0.02, 0.83, 4.78], [2.42, 2.89, 0.88], [0.85, 3.54, -0.99], [1.77, 4.11, -1.16], [0.37, 0.46, -1.14], [1.37, 2.96, 1.21], [4.33, 2.46, -1.83], [2.19, 2.64, -2.74], [1.59, -5.90, 0.79], [-4.04, 1.94, 3.14], [2.69, -1.33, -0.63], [-2.04, 0.91, 3.41], [3.29, -6.22, 1.23]],
  "lowdin_charge": [-0.024, 0.087, -0.187, 0.111, 0.097, 0.066, 0.113, -0.107, 0.089, 0.114, 0.121, 0.104, 0.116, -0.025, -0.443, 0.127, -0.043, 0.109, -0.145, 0.101, 0.111, -0.012, -0.276, -0.104, 0.069, 0.066, 0.128, -0.243, 0.101, -0.128, 0.115, -0.211, 0.124, 0.100, 0.097, -0.182, 0.100, 0.118, -0.073, 0.085, 0.113, -0.179, -0.126, -0.094, -0.186, 0.107, 0.099, -0.119, -0.167, 0.054, -0.228, -0.197, 0.094, 0.090, 0.071, 0.144, 0.124, 0.105, -0.157, -0.004, -0.200, 0.115, -0.064, -0.193, -0.079, 0.070, -0.071, -0.175, 0.111, -0.175, 0.103, 0.121, 0.093, 0.087, 0.086, 0.101, -0.022, 0.090, 0.091]
}



2.
{
  "formula": "C31H43BF4N3O2Se2Tc",
  "method": "ωB97M-V with the def2-TZVPD basis set",
  "s_squared": 3.967,
  "multiplicity": 4,
  "homo_lumo_gap_ev": [7.40, 6.95],
  "e_homo_ev": [-10.5, -10.5],
  "total_charge": 1,
  "species": ["C", "F", "H", "Se", "H", "H", "H", "C", "H", "H", "H", "C", "H", "Se", "H", "C", "C", "H", "C", "H", "C", "C", "H", "H", "C", "C", "H", "C", "H", "C", "C", "H", "N", "H", "C", "H", "H", "H", "H", "N", "H", "H", "H", "H", "C", "C", "H", "H", "Tc", "H", "H", "H", "C", "H", "H", "C", "O", "H", "C", "C", "C", "H", "H", "C", "B", "F", "C", "H", "C", "F", "H", "H", "H", "H", "N", "C", "H", "C", "C", "H", "C", "F", "H", "O", "C", "C", "C"],
  "positions_angstrom": [[4.47, 0.67, 0.52], [-0.93, 3.15, 0.69], [-2.25, -4.03, 1.51], [2.86, 0.53, 2.94], [1.30, 1.68, -4.08], [3.87, -2.40, 0.72], [5.03, -2.06, -0.61], [0.27, -4.56, -1.78], [3.06, 2.21, 1.15], [0.95, -2.35, -0.78], [5.13, -0.07, 0.97], [-1.31, 4.47, -3.64], [-3.33, 4.73, -4.29], [3.19, -0.34, -0.57], [3.46, -2.79, -0.96], [0.03, 2.89, -5.04], [3.81, 1.54, 1.58], [0.86, -5.50, -3.60], [-0.83, 5.24, -1.42], [5.05, 0.35, 4.17], [-2.63, 4.89, -3.49], [0.63, -1.72, 4.03], [1.31, 0.87, -1.85], [-2.80, 7.34, -0.09], [-0.54, -2.44, 4.67], [-0.77, -4.22, -0.91], [-2.54, -2.03, 3.93], [-1.17, -0.38, 3.56], [0.67, -3.91, 2.21], [-0.40, 4.68, -2.61], [-1.81, 1.52, -2.98], [-2.90, -4.36, -0.63], [-0.94, 3.83, -4.85], [-2.28, -0.05, -0.02], [0.33, -2.24, 0.12], [1.10, -1.02, 4.73], [3.94, -0.95, 4.62], [1.29, -4.31, -1.53], [0.63, 4.39, -2.72], [-0.44, 0.34, -0.89], [-0.13, 5.37, -0.61], [-0.36, -2.62, 5.73], [-3.32, -5.57, -2.70], [-0.89, 0.51, 4.13], [-3.04, 5.48, -2.31], [3.98, -2.09, -0.31], [-2.42, -2.55, 0.58], [-1.46, -2.56, 2.06], [0.44, -0.50, 0.88], [-1.21, 4.28, -5.71], [-0.71, -3.41, 4.19], [-1.85, 6.16, 0.82], [-1.73, -1.50, 4.43], [-2.13, -1.10, 5.36], [-2.35, 1.95, -3.81], [-2.61, 6.27, 0.04], [0.05, -0.93, 2.98], [-3.53, 5.81, 0.40], [0.22, 0.88, -1.90], [-1.78, 0.38, -0.88], [-0.47, -3.49, 0.40], [5.06, 1.27, -0.17], [1.40, -2.35, 3.58], [-1.73, -3.14, 1.18], [-0.16, 2.90, 1.78], [-0.87, 2.60, 2.89], [-2.06, -4.60, -1.27], [1.34, -4.67, 0.77], [0.42, -4.40, 1.27], [0.53, 1.54, 1.41], [-1.45, -6.15, -4.21], [-3.56, 0.97, -1.88], [-0.13, -5.32, 1.49], [-4.06, 5.79, -2.20], [0.38, 2.09, -3.94], [-0.42, 1.51, -2.97], [4.55, 2.17, 2.09], [-2.15, 5.65, -1.24], [0.03, -5.25, -2.95], [4.85, -1.07, 3.10], [4.35, -0.39, 3.78], [0.87, 3.74, 1.96], [-1.81, -0.07, 2.73], [0.61, 2.75, -6.09], [-2.48, 0.96, -1.92], [-1.26, -5.61, -3.29], [-2.30, -5.29, -2.45]],
  "lowdin_spin": [0.007, 0.000, 0.000, 0.036, 0.000, 0.000, 0.002, 0.000, 0.000, 0.000, 0.000, 0.000, 0.000, 0.064, 0.000, 0.000, 0.002, 0.000, 0.000, 0.001, 0.000, 0.008, 0.001, 0.000, 0.001, -0.007, 0.000, 0.012, -0.001, 0.000, 0.003, 0.000, 0.000, 0.008, -0.272, 0.002, 0.000, 0.001, 0.000, 0.019, 0.000, 0.000, 0.000, 0.000, 0.000, 0.005, 0.001, 0.003, 2.986, 0.000, 0.000, 0.000, 0.002, 0.000, 0.000, 0.000, 0.060, 0.000, 0.010, 0.019, -0.021, 0.002, 0.000, 0.003, 0.003, 0.001, -0.001, -0.001, -0.023, 0.054, 0.000, 0.000, -0.003, 0.000, 0.000, 0.001, 0.001, 0.000, 0.000, 0.000, 0.006, 0.000, 0.006, 0.000, 0.002, 0.000, 0.000]
}



3.
{
  "formula": "C31H43BrIrN5OS2Si",
  "method": "ωB97M-V with the def2-TZVPD basis set",
  "multiplicity": 1,
  "homo_lumo_gap_ev": 7.00,
  "e_homo_ev": -13.1,
  "total_charge": 2,
  "species": ["H", "H", "H", "H", "H", "N", "H", "H", "H", "C", "C", "H", "C", "H", "H", "C", "C", "H", "Si", "C", "S", "Ir", "C", "H", "H", "C", "C", "H", "C", "H", "H", "Br", "H", "C", "C", "H", "H", "C", "C", "N", "H", "C", "S", "C", "H", "C", "H", "H", "C", "H", "H", "H", "H", "C", "N", "H", "O", "H", "H", "C", "H", "N", "H", "C", "H", "C", "H", "H", "C", "H", "H", "H", "H", "C", "C", "C", "H", "N", "C", "C", "H", "C", "H", "C", "C"],
  "positions_angstrom": [[3.27, 1.15, 4.06], [0.87, 1.89, -4.37], [-0.85, -4.10, 3.47], [-1.37, 6.67, -1.65], [3.13, 0.97, -0.66], [-1.55, 1.33, 1.17], [-2.82, 4.95, -2.08], [3.03, 2.69, 3.20], [3.07, 4.86, -3.45], [1.48, 5.04, -5.73], [1.37, 4.68, -0.93], [2.73, 3.15, -3.09], [-1.20, -3.10, 3.23], [1.93, -3.27, -2.82], [0.23, 2.62, -5.84], [-2.28, -2.54, 3.87], [-0.54, -2.37, 2.25], [2.25, 4.70, -6.42], [0.01, 4.62, -3.43], [1.31, 1.38, 3.17], [-0.11, -2.22, -0.87], [0.00, 0.01, 0.21], [1.38, 4.01, -4.58], [-1.43, 3.88, -6.04], [1.46, 5.18, 0.04], [-2.66, -1.24, 3.53], [1.32, 6.81, -2.27], [-3.07, 3.67, -5.45], [0.51, 5.57, -1.86], [2.38, 4.55, -1.32], [-3.21, 6.03, -4.78], [-0.30, 1.37, -1.83], [-3.75, 4.06, -3.28], [3.76, -0.49, -2.11], [-2.75, 4.19, -2.86], [0.93, 3.70, -0.77], [2.19, 6.57, -2.89], [-1.95, -0.57, 2.53], [-0.71, 6.04, -1.06], [-0.92, -1.14, 1.90], [4.06, -2.14, -3.47], [-4.04, 0.81, 3.83], [-5.48, 0.20, 5.60], [-2.02, 3.62, -5.16], [-2.46, 3.24, -2.41], [-3.57, 2.80, 2.39], [-2.04, 6.77, -3.68], [-1.29, 5.20, -0.67], [-1.79, 2.59, 0.81], [-1.80, 2.60, -4.86], [0.84, 0.63, 3.82], [2.26, 2.42, 4.77], [-0.37, 6.64, -0.21], [2.74, 3.91, -3.87], [-4.48, -0.98, 5.18], [0.54, 5.13, -6.29], [1.61, 0.78, 1.89], [1.95, 2.27, -5.72], [0.59, 2.17, 2.96], [-1.80, 4.60, -4.00], [0.30, -2.79, 1.73], [-5.02, 1.33, 4.56], [-1.56, 6.35, -5.32], [1.07, 2.61, -5.16], [1.69, 7.30, -1.36], [2.24, -2.34, -2.36], [-1.17, 2.99, 0.02], [0.71, 7.53, -2.82], [1.44, -1.73, -1.40], [-2.83, -3.07, 4.64], [2.36, 0.18, 1.99], [3.49, 3.62, -4.61], [-2.95, 4.37, 1.06], [-2.16, 6.03, -4.47], [-3.73, -0.53, 4.19], [2.55, 1.94, 3.83], [-4.36, 3.35, 2.87], [1.79, -0.59, -0.80], [-2.29, 0.78, 2.15], [2.92, 0.04, -1.16], [1.76, 6.03, -5.37], [-2.79, 3.36, 1.39], [4.66, 0.04, -2.38], [3.42, -1.70, -2.71], [-3.31, 1.49, 2.78]],
  "lowdin_charge": [0.087, 0.022, 0.127, 0.075, 0.119, -0.019, 0.063, 0.085, 0.067, -0.060, -0.091, 0.075, 0.006, 0.124, 0.064, 0.051, -0.136, 0.106, 1.118, -0.288, 0.745, 0.892, -0.612, 0.076, 0.099, -0.061, -0.063, 0.102, -0.601, 0.070, 0.106, 0.269, 0.101, -0.037, -0.087, 0.010, 0.065, -0.145, -0.087, -0.037, 0.125, -0.298, 1.097, -0.086, 0.033, 0.052, 0.073, 0.050, -0.146, 0.085, 0.115, 0.091, 0.102, -0.086, -0.197, 0.077, -0.186, 0.100, 0.108, -0.613, 0.084, -0.199, 0.087, -0.090, 0.104, -0.049, 0.019, 0.094, -0.763, 0.136, 0.097, 0.100, 0.117, -0.060, -0.296, -0.064, 0.136, -0.196, -0.139, -0.133, 0.087, -0.002, 0.117, -0.023, -0.060]
}



4.
{
  "formula": "C31H43FN4O5",
  "method": "ωB97M-V with the def2-TZVPD basis set",
  "smiles": "O=C(NC1CCCCC1)[C@@H](c1ccc(F)cc1)N(CCCN1CCOCC1)C(=O)c1ccc(CN2CCOCC2)o1",
  "multiplicity": 1,
  "homo_lumo_gap_ev": 9.18,
  "e_homo_ev": -8.6,
  "species": ["H", "N", "H", "H", "C", "H", "O", "C", "C", "H", "H", "H", "H", "H", "H", "H", "C", "C", "C", "O", "C", "H", "C", "N", "H", "H", "H", "H", "C", "C", "C", "O", "C", "C", "C", "H", "H", "H", "C", "C", "H", "H", "C", "O", "H", "H", "C", "C", "C", "H", "C", "H", "C", "H", "O", "C", "H", "C", "C", "C", "H", "H", "C", "H", "N", "N", "H", "C", "C", "H", "F", "H", "H", "H", "C", "H", "H", "H", "H", "C", "H", "H", "H", "H"],
  "positions_angstrom": [[-1.51, 2.84, -2.98], [0.49, 4.42, 1.78], [-4.50, -2.20, -0.16], [-4.33, 2.02, 0.59], [1.20, 4.49, 0.51], [-2.06, 1.05, 0.53], [-0.25, -2.78, 0.83], [5.22, -2.10, 0.26], [-0.10, 3.18, 3.78], [-4.92, -1.60, 1.44], [-4.78, 0.93, 1.90], [3.06, -4.28, -0.69], [-1.88, -3.72, -1.72], [-1.37, -0.60, 2.26], [2.13, 0.81, -1.37], [1.77, 0.76, 0.99], [3.43, -0.60, 0.91], [-0.35, 4.11, -1.56], [5.49, -3.41, -0.47], [4.90, -4.50, 0.19], [-2.82, -1.60, 1.04], [2.50, -0.92, -1.40], [-1.46, 4.93, 3.12], [-1.95, -1.62, -0.12], [-1.51, 4.25, 1.08], [-2.69, -2.57, 1.55], [1.31, -0.94, 0.97], [-5.58, 0.04, -0.27], [-4.27, -1.44, 0.58], [-0.72, -2.15, -0.10], [-0.11, -1.83, -3.88], [-1.56, 0.14, -2.17], [-2.69, 0.90, 1.42], [-0.16, 1.89, -1.57], [-4.15, 1.03, 1.02], [3.12, -5.17, 0.85], [-2.22, -1.07, -0.93], [-2.43, 1.66, 2.15], [-2.42, -0.48, 2.01], [-0.81, 2.93, -2.19], [1.57, 2.78, 2.49], [1.04, -2.45, -1.25], [0.53, 3.10, 2.39], [-1.42, 3.65, 3.72], [-2.89, -4.49, -3.84], [5.68, -2.14, 1.26], [3.18, -3.01, 1.05], [-1.55, -3.30, -2.65], [-0.67, -2.26, -5.07], [-0.34, -1.86, -6.02], [-0.44, 0.46, -1.74], [0.50, 3.85, 4.41], [-0.55, -2.33, -2.66], [-0.89, 5.64, 3.74], [0.65, 2.37, -0.59], [-0.88, 4.89, 1.71], [5.67, -1.27, -0.30], [-1.67, -3.21, -5.03], [1.83, -0.16, -0.98], [0.11, -1.88, -1.38], [-0.87, 5.90, 1.29], [3.58, -3.08, 2.08], [-4.52, -0.05, 0.00], [3.54, -0.60, 2.01], [3.78, -1.89, 0.34], [0.48, -0.46, -1.40], [4.12, 0.14, 0.50], [0.53, 3.71, -0.59], [3.51, -4.31, 0.31], [2.10, -2.90, 1.10], [-2.22, -3.63, -6.18], [0.68, -1.09, -3.90], [-0.64, 5.11, -1.79], [-3.94, 0.10, -0.91], [2.00, -0.21, 0.55], [5.10, -3.34, -1.50], [-0.02, 2.35, 1.80], [6.57, -3.61, -0.50], [-0.15, 2.19, 4.24], [-2.11, -3.74, -3.83], [-2.51, 5.22, 3.10], [2.21, 4.10, 0.67], [1.25, 5.54, 0.21], [-3.00, -0.60, 2.93]],
  "lowdin_charge": [0.121, -0.150, 0.115, 0.108, -0.106, 0.100, 0.058, -0.172, -0.189, 0.119, 0.115, 0.124, 0.119, 0.110, 0.129, 0.091, -0.194, -0.001, -0.202, -0.131, -0.294, 0.124, -0.192, 0.132, 0.127, 0.148, 0.094, 0.111, -0.142, -0.451, -0.021, 0.050, -0.190, -0.167, -0.192, 0.128, 0.105, 0.096, -0.130, 0.030, 0.126, 0.157, -0.167, -0.138, 0.118, 0.130, -0.156, -0.016, 0.005, 0.118, -0.376, 0.127, -0.172, 0.127, 0.055, -0.161, 0.122, -0.276, -0.125, -0.115, 0.129, 0.134, -0.190, 0.127, -0.184, 0.017, 0.122, -0.245, -0.189, 0.097, 0.054, 0.123, 0.115, 0.101, -0.127, 0.125, 0.111, 0.124, 0.127, 0.005, 0.126, 0.131, 0.131, 0.122]
}



DFT total energy per entry: -43998.446, -185847.260, -144760.701, -51760.636 eV